This record from OMol25 describes a molecular structure, C24H35ClN4O2PtSSi. The level of theory is ωB97M-V/def2-TZVPD.

```
69
Properties=species:S:1:pos:R:3:lowdin_charge:R:1
Pt 0.647 1.446 2.860 1.12
S 0.138 3.414 1.575 0.90
C 1.745 3.222 1.029 -0.71
C 2.420 4.095 0.181 -0.01
C 3.744 3.792 -0.123 0.01
C 4.318 2.658 0.417 0.03
C 3.567 1.823 1.263 -0.06
N 2.314 2.105 1.551 -0.11
H 1.925 4.974 -0.211 0.13
H 4.315 4.441 -0.775 0.14
H 5.345 2.398 0.198 0.13
H 3.984 0.922 1.692 0.14
C 2.608 -0.172 5.571 -0.14
Si 1.569 1.301 6.126 0.35
C 2.857 2.600 6.736 -0.05
C 0.360 0.905 7.432 -0.14
O 0.885 1.988 4.800 -0.42
H 3.169 -0.517 6.442 0.06
H 3.306 0.085 4.773 0.03
H 1.931 -0.965 5.242 0.03
H 3.281 2.139 7.631 0.07
H 2.305 3.512 6.965 0.06
H 3.606 2.761 5.963 0.05
H 0.874 0.564 8.335 0.06
H -0.302 0.106 7.086 0.05
H -0.252 1.774 7.687 0.06
C 0.499 -3.160 -3.315 -0.03
C -0.036 -2.159 -2.274 -0.49
C 0.013 -0.760 -2.890 -0.02
C 0.927 -2.198 -1.068 -0.04
C -1.488 -2.557 -1.840 -0.42
O -1.432 -3.742 -1.043 -0.01
C -2.481 -2.796 -3.034 -0.07
C -3.658 -1.839 -3.334 -0.13
C -3.292 -0.496 -3.933 -0.25
C -2.682 -0.422 -5.180 -0.05
C -2.322 0.796 -5.738 -0.09
C -2.582 1.966 -5.046 -0.67
Cl -2.131 3.495 -5.732 0.68
C -3.218 1.925 -3.823 -0.10
C -3.572 0.694 -3.279 -0.06
C -2.147 -1.552 -0.903 -0.02
N -1.375 -1.193 0.301 -0.07
C -0.779 -0.045 0.542 -0.16
N -0.185 -0.113 1.736 -0.13
C -0.489 -1.376 2.185 -0.16
N -1.208 -2.051 1.335 0.18
H 1.564 -2.982 -3.467 0.09
H 0.021 -3.057 -4.288 0.08
H 0.399 -4.203 -2.996 0.10
H 1.035 -0.544 -3.214 0.10
H -0.273 0.022 -2.177 0.07
H -0.635 -0.665 -3.761 0.07
H 1.956 -2.257 -1.429 0.09
H 0.746 -3.060 -0.426 0.09
H 0.867 -1.292 -0.454 0.05
H -1.036 -4.453 -1.560 0.10
H -2.926 -3.768 -2.822 0.13
H -1.916 -2.914 -3.955 0.10
H -4.285 -1.690 -2.453 0.11
H -4.293 -2.368 -4.046 0.13
H -2.482 -1.335 -5.735 0.13
H -1.848 0.844 -6.710 0.11
H -3.453 2.851 -3.312 0.11
H -4.109 0.671 -2.332 0.12
H -3.079 -1.983 -0.551 0.15
H -2.345 -0.620 -1.422 0.11
H -0.765 0.792 -0.138 0.14
H -0.167 -1.779 3.132 0.12
```

Values from the calculation:
net charge	+2
gap between HOMO and LUMO (spin up / spin down)	6.5 / 2.6	eV
⟨S²⟩	6.041
LUMO level (spin up / spin down)	-6.2761 / -10.1807	eV
energy	-2571.5846	hartree
multiplicity	5


This record from OMol25 describes a molecular structure, C23H17Cl3N3O5PtSe. The level of theory is ωB97M-V/def2-TZVPD.

```
53
Properties=species:S:1:pos:R:3:lowdin_charge:R:1
Pt 0.084 0.785 -1.802 1.05
N 1.960 1.092 -2.067 -0.26
C 1.812 -0.794 0.525 -0.03
C 2.476 -1.221 1.637 -0.06
C 2.641 -2.599 1.901 -0.08
C 2.131 -3.526 1.041 -0.03
C 1.436 -3.117 -0.122 -0.15
C 0.859 -4.035 -1.025 0.00
C 0.165 -3.578 -2.104 -0.03
C 0.038 -2.190 -2.286 -0.11
N 0.577 -1.308 -1.478 -0.03
C 1.279 -1.738 -0.381 -0.19
H 3.987 1.847 -1.730 -0.28
H 1.669 0.259 0.331 0.09
H 2.873 -0.491 2.331 0.11
H 3.165 -2.914 2.794 0.10
H 2.236 -4.587 1.237 0.11
H 0.960 -5.097 -0.833 0.12
H -0.313 -4.248 -2.804 0.11
H -0.551 -1.792 -3.102 0.12
Se -2.375 2.871 -3.025 0.85
C -3.255 2.934 -1.332 -0.60
C -2.961 3.921 -0.396 -0.12
C -3.613 3.902 0.828 -0.17
N -4.528 2.999 1.174 0.04
C -4.802 2.058 0.269 -0.16
C -4.201 1.978 -0.976 -0.12
H -2.229 4.686 -0.617 0.09
H -3.387 4.662 1.570 0.10
H -5.537 1.315 0.562 0.10
H -4.433 1.163 -1.648 0.10
Cl 8.547 2.201 0.041 0.47
C 8.514 3.028 -1.456 -0.98
Cl 5.026 1.665 -0.946 0.23
Cl 8.349 1.894 -2.720 0.48
C -0.448 2.668 -2.046 -0.71
O 0.010 3.689 -1.681 -0.07
O 2.407 2.146 -2.446 -0.20
O -1.874 -2.969 1.288 0.05
C -1.499 -1.732 1.667 -0.28
C -0.936 -1.558 2.931 -0.02
C -0.566 -0.294 3.355 -0.10
C -0.748 0.815 2.534 -0.09
C -1.279 0.636 1.269 -0.04
C -1.644 -0.628 0.812 -0.09
C -2.155 -0.834 -0.585 -0.59
O -2.774 -1.888 -0.836 0.02
O -1.910 0.061 -1.458 -0.22
H -2.332 -2.831 0.412 0.07
H -0.808 -2.427 3.563 0.11
H -0.138 -0.170 4.343 0.10
H -0.479 1.805 2.876 0.10
H -1.427 1.484 0.611 0.10
```

Values from the calculation:
net charge	-1
ΔE to the lowest compared entry with this formula, charge and spin	5.656	eV
gap between HOMO and LUMO	5.5	eV
LUMO level	0.7842	eV
energy	-5328.4442	hartree


This record from OMol25 describes 2 unconnected molecules or ions with the total composition C14H17P at a distorted geometry. The level of theory is ωB97M-V/def2-TZVPD.

```
32
Properties=species:S:1:pos:R:3:lowdin_charge:R:1
C -5.354 -1.244 0.029 -0.01
C -4.195 -1.663 0.205 -0.01
C -5.633 0.097 -0.201 -0.12
C -4.560 0.938 -0.235 -0.17
C -3.278 0.450 0.299 -0.61
C -2.952 -1.055 0.383 -0.24
C 2.996 -1.339 0.235 -0.22
C 3.691 0.008 0.067 -0.19
C 1.700 -1.492 -0.512 -0.15
C 2.970 1.201 0.742 -0.15
C 1.190 0.987 -1.147 -0.13
C 0.669 -0.339 -0.470 -0.32
C 1.535 1.509 0.255 -0.32
C 0.505 0.462 0.802 -0.06
P -2.070 1.635 0.195 0.99
H -6.601 0.471 -0.417 0.09
H -4.771 1.949 -0.350 0.07
H -2.315 -1.124 1.299 0.12
H -2.223 -1.305 -0.495 0.13
H 3.541 -2.185 -0.027 0.09
H 2.901 -1.490 1.262 0.09
H 4.727 0.010 0.547 0.13
H 3.923 0.197 -0.983 0.10
H 1.939 -1.709 -1.563 0.12
H 1.269 -2.394 -0.048 0.12
H 2.791 1.032 1.848 0.13
H 3.508 2.138 0.588 0.11
H 2.049 0.831 -1.811 0.10
H 0.441 1.448 -1.707 0.07
H -0.223 -0.625 -0.922 0.07
H 1.086 2.532 0.391 0.13
H 0.743 0.070 1.742 0.06
```

Values from the calculation:
ΔE to the lowest compared entry with this formula, charge and spin	6.794	eV
gap between HOMO and LUMO (spin up / spin down)	7.1 / 7.1	eV
LUMO level (spin up / spin down)	-0.6705 / -0.6704	eV
energy	-884.6616	hartree